# 1
{
  "formula": "C12H48N24O12",
  "method": "ωB97M-V with the def2-TZVPD basis set",
  "species": ["N", "C", "N", "O", "H", "H", "H", "H", "N", "C", "N", "O", "H", "H", "H", "H", "N", "C", "N", "O", "H", "H", "H", "H", "N", "C", "N", "O", "H", "H", "H", "H", "N", "C", "N", "O", "H", "H", "H", "H", "N", "C", "N", "O", "H", "H", "H", "H", "N", "C", "N", "O", "H", "H", "H", "H", "N", "C", "N", "O", "H", "H", "H", "H", "N", "C", "N", "O", "H", "H", "H", "H", "N", "C", "N", "O", "H", "H", "H", "H", "N", "C", "N", "O", "H", "H", "H", "H", "N", "C", "N", "O", "H", "H", "H", "H"],
  "coordinates": [[1.696, -1.432, 3.228], [2.755, -1.891, 2.611], [3.617, -2.560, 3.282], [2.770, -1.775, 1.429], [1.786, -1.434, 4.234], [0.976, -0.936, 2.722], [4.318, -3.003, 2.705], [3.420, -2.802, 4.242], [0.894, 0.763, 7.175], [0.746, -0.026, 6.198], [0.202, 0.593, 5.105], [1.110, -1.195, 6.145], [0.915, 0.329, 8.086], [0.431, 1.654, 7.058], [-0.040, 1.573, 5.147], [0.353, 0.069, 4.255], [4.127, -3.227, -0.488], [5.176, -3.741, 0.103], [5.952, -4.372, -0.765], [5.489, -3.548, 1.280], [3.972, -3.439, -1.464], [3.462, -2.842, 0.168], [5.759, -4.460, -1.753], [6.890, -4.569, -0.446], [-4.598, -0.120, 0.502], [-5.718, -0.802, 0.688], [-5.386, -2.076, 0.832], [-6.794, -0.340, 0.385], [-3.755, -0.491, 0.919], [-4.781, 0.857, 0.322], [-6.074, -2.808, 0.941], [-4.477, -2.505, 0.931], [-0.488, 1.748, -4.096], [-1.110, 1.814, -5.200], [-2.255, 1.193, -5.150], [-0.727, 2.421, -6.212], [-0.753, 0.972, -3.506], [0.501, 1.957, -4.079], [-2.941, 1.319, -5.880], [-2.405, 0.541, -4.393], [-1.060, 0.116, -0.174], [-0.036, -0.010, 0.468], [0.863, -0.714, -0.193], [0.204, 0.477, 1.584], [-1.718, 0.737, 0.275], [-1.126, -0.112, -1.156], [1.665, -1.102, 0.284], [0.606, -1.030, -1.117], [2.591, -1.806, -3.283], [1.485, -1.310, -3.822], [1.671, -0.807, -5.010], [0.427, -1.362, -3.215], [3.518, -1.767, -3.682], [2.348, -2.253, -2.411], [0.919, -0.204, -5.314], [2.571, -0.796, -5.469], [4.131, 1.519, -4.105], [3.055, 1.764, -3.391], [3.153, 1.219, -2.217], [2.084, 2.461, -3.660], [4.125, 1.996, -4.995], [4.617, 0.665, -3.869], [2.363, 1.352, -1.601], [4.030, 0.808, -1.932], [-2.372, -1.963, -3.397], [-2.920, -0.895, -2.878], [-4.150, -1.154, -2.671], [-2.427, 0.181, -2.606], [-2.864, -2.833, -3.545], [-1.456, -1.801, -3.791], [-4.597, -0.620, -1.940], [-4.471, -1.993, -3.132], [-4.732, -0.905, 4.067], [-3.795, -0.031, 3.750], [-2.702, -0.564, 3.301], [-3.948, 1.188, 3.873], [-4.523, -1.893, 4.058], [-5.556, -0.459, 4.443], [-2.028, 0.133, 3.018], [-2.610, -1.532, 3.028], [-2.872, 4.415, 1.744], [-2.157, 3.658, 0.945], [-2.185, 4.191, -0.208], [-1.763, 2.530, 1.247], [-3.549, 5.098, 1.435], [-3.236, 3.919, 2.545], [-2.982, 4.811, -0.216], [-1.811, 3.780, -1.051], [3.086, 2.007, 0.903], [2.537, 3.152, 1.073], [1.243, 3.023, 1.241], [3.129, 4.235, 1.057], [4.079, 2.006, 0.716], [2.635, 1.106, 0.837], [0.707, 2.170, 1.172], [0.795, 3.787, 1.727]],
  "forces_ev_per_angstrom": [[-1.1, 0.5, 2.8], [-2.8, 0.5, 1.0], [2.6, -1.7, 2.1], [1.5, 0.3, -6.0], [-1.0, 0.3, 0.3], [0.3, 0.3, -0.2], [0.6, -0.3, 0.2], [0.4, -0.1, -0.3], [0.2, 3.1, 5.0], [-0.4, -2.4, -5.1], [-0.1, -0.7, -0.3], [0.1, -0.6, 0.3], [0.2, 0.4, 0.0], [0.2, -0.1, 0.8], [0.1, -0.4, -0.7], [-0.4, 0.9, -0.1], [-2.2, 0.7, -0.7], [1.2, 0.9, 1.0], [2.7, -1.8, -0.9], [-0.2, -0.5, -0.1], [-0.4, 0.1, 0.5], [-0.7, 0.6, -0.1], [0.0, 0.1, 0.4], [-0.2, -0.2, -0.2], [1.6, 2.2, -0.1], [0.1, 0.3, -2.3], [-0.9, -4.9, 1.3], [-1.4, -0.1, 0.8], [0.1, 0.9, -0.1], [0.8, 0.1, 0.4], [-0.4, 0.6, 0.0], [0.1, 1.0, -0.1], [3.5, -0.9, 4.6], [-0.2, 2.1, -4.9], [-3.8, -2.1, -0.9], [0.1, 0.1, 0.1], [0.0, 0.3, 0.5], [0.1, 0.5, 0.0], [0.4, -0.2, 0.1], [-0.5, 0.7, -0.3], [-8.7, 1.9, -3.2], [6.5, -1.1, 3.4], [2.4, -1.3, -1.4], [-0.2, -0.3, 1.4], [-0.4, 0.5, -0.6], [-0.5, 0.2, 0.1], [0.1, 0.0, 0.3], [0.3, -0.2, 0.0], [1.0, -1.4, 1.7], [0.6, -0.3, 0.4], [-0.8, 1.4, -2.5], [-1.2, 0.2, 0.3], [-0.4, -0.1, 0.3], [0.9, -0.1, 0.0], [0.3, 0.1, -0.5], [-0.4, 0.2, 0.1], [1.5, 0.2, -2.6], [-1.9, 1.6, 0.8], [-0.3, -1.7, 3.2], [0.5, 0.3, -1.1], [0.6, -0.6, -0.2], [0.3, 0.5, -0.8], [0.5, -0.2, 0.3], [-0.6, 0.1, 0.5], [3.7, -1.4, -2.0], [0.5, -0.1, 0.3], [-5.2, -0.2, 1.2], [1.6, 1.0, 0.6], [0.4, 0.4, 0.0], [0.3, -0.7, 0.0], [-0.7, -0.3, -0.3], [-1.0, 0.5, 0.9], [-1.9, -0.9, 0.6], [-1.4, 2.7, 0.7], [3.5, -0.7, -1.7], [0.0, -0.4, 0.0], [-0.6, 0.3, 0.3], [-0.1, -0.8, 0.0], [0.5, -0.4, -0.3], [0.2, 0.4, 0.2], [-2.3, 1.2, 4.9], [-0.4, -4.0, 1.5], [0.3, 2.1, -5.4], [0.7, 0.4, 0.3], [0.5, 0.0, -0.2], [0.2, 0.0, 0.2], [0.7, 0.2, -1.6], [-0.1, 0.0, 0.2], [4.2, -4.5, -1.3], [-0.5, 3.4, 0.1], [-3.5, 1.6, 0.8], [0.2, -0.3, 0.3], [-0.2, 0.0, 0.0], [-0.3, 0.3, 0.4], [0.3, -0.1, 0.5], [-0.1, -0.1, -0.5]],
  "max_force_ev_per_a": 9.4,
  "multiplicity": 1,
  "e_lumo_ev": -0.38,
  "smiles": "NC(N)=O.NC(N)=O.NC(N)=O.NC(N)=O.NC(N)=O.NC(N)=O.NC(N)=O.NC(N)=O.NC(N)=O.NC(N)=O.NC(N)=O.NC(N)=O"
}

# 2
{
  "formula": "C12H53F7NO19",
  "method": "ωB97M-V with the def2-TZVPD basis set",
  "species": ["C", "C", "C", "C", "C", "C", "F", "F", "C", "F", "F", "C", "F", "F", "F", "C", "C", "C", "C", "N", "O", "H", "H", "H", "H", "H", "H", "H", "H", "H", "H", "H", "H", "H", "H", "H", "H", "H", "O", "H", "H", "O", "H", "H", "O", "H", "H", "O", "H", "H", "O", "H", "H", "O", "H", "H", "O", "H", "H", "O", "H", "H", "O", "H", "H", "O", "H", "H", "O", "H", "H", "O", "H", "H", "O", "H", "H", "O", "H", "H", "O", "H", "H", "O", "H", "H", "O", "H", "H", "O", "H", "H"],
  "coordinates": [[3.459, -2.172, 1.161], [3.187, -0.970, 0.030], [3.407, -1.686, -1.433], [1.602, -0.571, 0.142], [1.277, 0.800, 0.973], [-0.153, 1.538, 0.517], [-0.300, 2.670, 1.511], [-0.018, 2.203, -0.800], [-1.475, 0.609, 0.718], [-2.657, 1.524, 0.904], [-1.308, -0.142, 2.018], [-1.792, -0.502, -0.423], [-1.401, -0.167, -1.806], [-1.279, -1.886, -0.114], [-3.295, -0.666, -0.450], [2.432, 1.961, 0.890], [3.698, 1.502, -0.058], [4.948, 2.541, 0.342], [3.455, 1.702, -1.666], [4.164, 0.129, 0.362], [5.400, -0.167, -0.131], [2.605, -2.977, 1.120], [3.556, -1.687, 2.234], [4.523, -2.638, 0.902], [4.055, -1.073, -2.191], [2.353, -1.867, -1.953], [3.861, -2.768, -1.255], [1.030, -0.508, -0.877], [1.086, -1.457, 0.753], [1.180, 0.512, 2.126], [2.041, 3.010, 0.494], [2.878, 2.191, 1.973], [5.893, 2.388, -0.367], [4.598, 3.660, 0.411], [5.289, 2.238, 1.445], [2.313, 1.547, -1.979], [4.201, 1.099, -2.345], [3.675, 2.852, -1.896], [6.742, -2.935, 1.050], [7.623, -3.302, 0.885], [6.651, -2.235, 0.386], [-0.810, 1.420, 4.942], [-1.654, 0.949, 5.014], [-0.820, 1.781, 4.043], [2.490, -2.153, -4.106], [1.646, -2.624, -4.033], [2.480, -1.791, -5.005], [-2.633, -3.815, -1.483], [-2.288, -3.149, -0.870], [-2.862, -4.563, -0.911], [1.889, -4.029, -6.141], [1.327, -4.799, -6.318], [2.500, -4.338, -5.456], [-4.089, 3.435, 3.346], [-3.916, 2.895, 2.561], [-3.379, 3.191, 3.959], [-4.625, -6.203, -2.599], [-3.864, -5.616, -2.474], [-5.278, -5.647, -3.050], [2.515, 0.558, -5.583], [2.885, 1.137, -6.266], [1.568, 0.764, -5.590], [-4.206, 3.942, 6.730], [-4.340, 4.029, 5.775], [-3.387, 4.431, 6.898], [-5.267, 0.307, -2.268], [-4.775, 0.881, -2.874], [-4.591, -0.016, -1.653], [4.104, 5.167, 1.565], [4.894, 5.606, 1.913], [3.369, 5.673, 1.943], [-4.910, -0.853, 2.228], [-4.222, -0.295, 2.621], [-4.601, -1.001, 1.321], [5.515, -1.083, -5.497], [5.885, -0.505, -6.180], [4.568, -0.878, -5.505], [-8.008, 0.064, -3.786], [-7.109, -0.011, -3.431], [-8.516, 0.451, -3.057], [-2.731, 6.003, 3.126], [-3.575, 5.533, 3.199], [-2.742, 6.365, 2.227], [-7.358, -5.621, -2.878], [-7.551, -6.142, -3.672], [-7.638, -6.194, -2.149], [-2.558, -0.758, 4.510], [-2.751, -1.280, 3.716], [-2.838, -1.331, 5.240], [-2.452, 1.556, 7.560], [-1.691, 2.144, 7.685], [-3.105, 2.112, 7.109]],
  "forces_ev_per_angstrom": [[0.9, 0.7, -0.2], [-0.9, -2.8, 0.5], [-0.6, -0.6, -0.2], [-1.1, 0.2, 0.9], [-0.2, 0.5, 0.7], [2.2, 1.9, 1.2], [-0.2, -3.1, -2.8], [-1.1, -2.3, 3.7], [-0.9, 1.0, 2.4], [3.5, -3.2, -0.8], [-0.7, 2.4, -4.3], [-2.1, -2.5, -2.4], [-1.2, -1.1, 5.3], [-1.4, 5.3, -0.8], [4.9, 0.3, 0.1], [0.9, 0.3, -0.2], [1.1, 2.7, 0.5], [0.3, -0.7, 0.8], [-0.5, 1.0, -0.2], [1.1, -0.4, -3.6], [-2.9, 0.6, 1.7], [1.8, 1.6, 0.1], [-0.4, -1.0, -2.1], [-2.5, 0.8, 0.7], [-1.2, -1.3, 1.7], [2.4, 0.6, 1.3], [-0.7, 2.5, -0.5], [1.6, -0.1, 1.6], [1.1, 2.0, -1.4], [-0.2, 0.8, -2.6], [0.7, -2.4, 0.7], [-1.1, -0.7, -2.4], [-2.3, 0.3, 1.5], [0.6, -2.6, -0.6], [-0.6, 0.6, -2.4], [2.6, 0.0, 0.6], [-1.6, 1.0, 1.6], [-0.5, -2.5, 0.6], [0.5, 0.0, -0.3], [-0.3, 0.1, 0.1], [-0.1, 0.1, 0.2], [-0.2, 0.5, -0.4], [0.3, -0.2, 0.1], [0.1, -0.1, 0.3], [-0.3, 0.0, -0.4], [0.3, 0.1, -0.2], [-0.1, -0.1, 0.2], [0.0, -0.2, 0.4], [-0.2, -0.5, -0.4], [0.0, 0.2, -0.1], [-0.2, -0.6, 0.2], [0.2, 0.3, 0.0], [-0.1, 0.2, -0.2], [0.2, -0.3, 0.1], [-0.1, 0.2, 0.2], [0.0, 0.0, -0.2], [0.5, 0.4, -0.1], [-0.2, -0.2, -0.2], [-0.1, -0.2, 0.3], [-0.1, 0.2, -0.3], [-0.1, -0.2, 0.2], [0.3, -0.1, 0.1], [0.4, 0.0, -0.4], [-0.2, 0.0, 0.3], [-0.3, 0.0, 0.0], [0.4, 0.2, -0.1], [-0.2, -0.2, 0.2], [-0.4, 0.1, -0.3], [-0.2, 0.8, 0.5], [-0.2, -0.2, -0.1], [0.2, -0.2, -0.1], [0.6, 0.0, -0.2], [-0.4, 0.0, 0.0], [-0.2, 0.0, 0.3], [-0.2, 0.3, -0.3], [-0.1, -0.2, 0.3], [0.2, -0.1, 0.1], [0.0, 0.2, 0.3], [-0.2, 0.0, 0.1], [0.2, -0.2, -0.3], [-0.2, 0.2, -0.3], [0.3, -0.1, -0.1], [0.1, -0.1, 0.4], [-0.3, -0.4, -0.2], [0.0, 0.2, 0.2], [0.2, 0.2, -0.2], [-0.4, -0.5, -0.1], [0.1, 0.1, 0.3], [0.1, 0.3, -0.1], [0.1, 0.3, -0.1], [-0.2, -0.3, -0.1], [0.0, 0.0, 0.2]],
  "max_force_ev_per_a": 5.5,
  "s2": 0.755,
  "multiplicity": 2,
  "e_lumo_ev": [-1.17, -1.17]
}

# 3
{
  "formula": "C12H5AsBr4O8SZr",
  "method": "ωB97M-V with the def2-TZVPD basis set",
  "species": ["Zr", "Br", "C", "C", "Br", "C", "Br", "C", "O", "C", "O", "C", "Br", "O", "As", "O", "O", "C", "C", "C", "C", "C", "C", "S", "O", "O", "O", "H", "H", "H", "H", "H"],
  "coordinates": [[0.577, -0.886, -0.362], [-5.667, -3.420, 0.679], [-4.239, -2.232, 0.372], [-4.471, -0.975, -0.193], [-6.217, -0.441, -0.648], [-3.404, -0.108, -0.431], [-3.612, 1.581, -1.228], [-2.128, -0.500, -0.074], [-1.014, 0.269, -0.323], [-1.887, -1.746, 0.514], [-0.601, -2.029, 0.799], [-2.945, -2.621, 0.713], [-2.532, -4.304, 1.451], [3.026, 0.149, -0.713], [3.183, -0.584, 0.899], [4.459, -0.228, 1.806], [1.554, -0.175, 1.309], [2.866, -2.440, 0.432], [2.890, -3.278, 1.561], [2.658, -4.630, 1.450], [2.402, -5.188, 0.200], [2.371, -4.394, -0.927], [2.588, -3.027, -0.812], [1.046, -1.994, -2.836], [2.527, -2.227, -1.948], [0.904, -0.517, -2.586], [0.105, -2.591, -1.831], [3.500, 0.995, -0.733], [3.107, -2.864, 2.538], [2.675, -5.259, 2.329], [2.220, -6.251, 0.109], [2.162, -4.818, -1.900]],
  "forces_ev_per_angstrom": [[-1.0, 0.8, 1.1], [0.0, 0.0, 0.0], [0.0, 0.0, 0.0], [0.0, -0.1, 0.0], [0.0, 0.0, 0.0], [0.0, 0.0, 0.1], [0.0, -0.1, 0.0], [0.2, 0.5, -0.3], [-0.2, -0.8, 0.1], [0.0, -0.2, -0.1], [-0.1, 0.3, -0.4], [0.1, -0.1, 0.2], [0.0, 0.1, 0.0], [0.6, 0.2, 0.0], [-0.4, -0.3, 0.0], [0.0, 0.1, 0.0], [0.5, -0.3, -0.3], [0.1, -0.4, 0.1], [0.0, 0.0, 0.0], [0.0, -0.1, -0.1], [0.0, 0.0, 0.0], [0.0, -0.1, 0.1], [0.0, 0.4, -0.4], [0.2, 0.1, 0.2], [0.0, 0.0, 0.0], [0.2, -0.3, -0.1], [0.1, -0.1, 0.0], [-0.2, 0.0, -0.2], [0.0, 0.1, 0.0], [0.0, 0.0, 0.0], [0.0, 0.0, 0.0], [0.0, 0.0, 0.0]],
  "max_force_ev_per_a": 1.7,
  "multiplicity": 1,
  "e_lumo_ev": -0.61
}